# 1
Computed, not measured: 2 unconnected molecules or ions with the total composition C12H19N4 at a distorted geometry, with ωB97M-V/def2-TZVPD.

XYZ file:
```
35
Properties=species:S:1:pos:R:3:forces:R:3:lowdin_charge:R:1
C 3.0681 0.6277 0.5235 1.19 2.03 -2.12 -0.2065
C 2.9091 0.6990 -1.0659 0.85 1.32 0.59 -0.0649
C 1.4665 -1.0437 1.3611 -2.18 0.34 2.10 -0.3440
N 2.6492 -0.7065 0.9101 2.29 -0.90 0.59 0.0514
N 0.6405 -0.0699 2.0030 1.39 -2.74 -1.67 0.2084
N 1.0851 -2.3816 1.3005 1.07 3.23 0.10 0.1992
H 4.0918 0.9635 0.8254 -0.42 -1.47 -0.06 0.1271
H 2.5490 1.5400 0.9312 -0.47 -1.57 -0.13 0.1244
H 1.8889 1.0686 -1.1562 -0.45 -1.19 -0.83 0.0442
H 3.3341 -0.1280 -1.7241 -1.18 0.64 1.28 0.1026
H 3.4059 -1.4609 0.8013 -1.86 1.57 0.06 0.2102
H 0.9415 0.8690 2.2903 -0.02 -1.00 -0.63 0.1284
H -0.3495 -0.3033 2.0213 0.06 0.33 0.10 0.0719
H 1.7608 -3.0303 0.9155 -0.63 -0.05 0.11 0.1255
H 0.2237 -2.6359 1.7399 -0.11 -0.45 0.04 0.1051
H 3.4138 1.5914 -1.4619 0.41 -0.10 0.42 0.0716
C -1.1388 -2.0852 -1.9022 -0.04 1.55 0.07 -0.0394
C -2.2189 0.6626 0.5504 1.34 -1.26 -1.97 -0.1975
C -1.4660 0.1755 -0.6774 -1.18 1.77 2.13 -0.1434
C -1.4856 -1.2556 -0.6848 -1.65 -0.14 1.31 -0.2571
C -2.1835 -1.6298 0.4695 1.48 0.25 -1.80 -0.0673
C -1.9117 2.8986 -0.1018 0.26 -1.84 -0.86 -0.0780
C -2.5103 2.0027 0.8310 1.68 1.17 -0.62 -0.0060
C -1.2696 2.4474 -1.2838 -0.44 1.82 -0.92 -0.1165
C -1.0000 1.1352 -1.5753 0.42 -0.61 -0.19 -0.0663
N -2.4583 -0.4986 1.2948 -0.61 -0.97 -1.02 0.0274
H -1.7379 3.9430 -0.0466 -1.07 0.99 0.87 0.0872
H -2.9955 2.4373 1.7296 0.31 -0.83 -0.62 0.1203
H -1.1135 3.2373 -2.1032 0.35 -1.18 1.55 0.1336
H -0.3636 0.9007 -2.4491 -0.78 -0.10 0.40 0.1218
H -3.3277 -0.5650 1.7885 -0.23 0.13 0.56 0.1422
H -2.4921 -2.6714 0.6381 -0.02 0.81 0.61 0.1261
H -1.5483 -3.0682 -1.7955 0.92 -1.12 0.39 0.0646
H -0.0527 -1.8942 -2.1698 -1.33 -0.97 0.06 0.0998
H -1.8042 -1.7713 -2.7274 0.65 0.57 0.09 0.0939
```
Positions in Å, forces in eV/Å.

charge	+1
gap between HOMO and LUMO	8.1	eV
F_max	3.49	eV/Å
energy above the lowest of the compared OMol25 structures with the same formula, charge and spin	2.496	eV
HOMO level	-10.895	eV

=====

# 2
Computed, not measured: C12H19NO3S in the gas phase, with ωB97M-V/def2-TZVPD.

XYZ file:
```
36
Properties=species:S:1:pos:R:3:forces:R:3:lowdin_charge:R:1
C 0.6010 -2.5416 -1.5803 0.09 0.13 0.21 -0.0582
H 0.1009 -1.6977 -2.0528 -0.05 0.05 -0.12 0.0761
H 1.6133 -2.6009 -1.9727 0.09 -0.04 -0.09 0.0810
H 0.0713 -3.4508 -1.8558 -0.08 -0.09 -0.07 0.0744
C 0.6411 -2.3670 -0.0600 0.07 -0.11 -0.07 -0.3748
C -0.7405 -2.0969 0.4888 0.22 0.34 0.08 -0.1376
C -1.7792 -2.9937 0.2933 -0.03 0.10 0.06 -0.0323
C -3.0519 -2.7430 0.7754 -0.11 -0.08 0.00 -0.0865
C -3.2994 -1.5743 1.4697 -0.03 -0.02 -0.02 -0.0852
C -2.2795 -0.6639 1.6831 0.15 0.22 0.10 -0.0221
C -1.0004 -0.9181 1.2033 -0.09 -0.24 -0.09 -0.2154
O 0.0719 -0.0838 1.4124 -0.09 -0.44 -0.01 -0.0651
C -0.1454 1.2965 1.5849 -0.13 0.56 -0.07 -0.1736
C -0.7314 1.9282 0.3124 -0.16 -0.01 0.61 -0.2046
N 0.0148 1.5442 -0.8656 0.85 0.24 -0.28 -0.1224
S 1.4936 2.3078 -1.0882 -0.39 0.16 -0.76 0.5846
O 2.4602 1.3141 -1.4462 -0.10 -0.23 -0.17 -0.3004
O 1.7708 3.1886 0.0099 -0.24 0.16 0.03 -0.3026
C 1.1248 3.3085 -2.5433 0.25 -0.45 0.72 -0.1275
H 0.8386 2.6350 -3.3386 -0.07 -0.12 -0.13 0.0619
H 0.3179 3.9796 -2.2844 -0.17 0.13 0.03 0.0607
H 2.0158 3.8627 -2.8078 0.19 0.07 0.03 0.0645
H 0.1609 0.5441 -0.9039 0.13 -0.18 -0.12 0.0856
H -0.6807 3.0134 0.3945 -0.22 -0.02 0.15 0.1197
H -1.7703 1.6155 0.1694 0.11 0.13 -0.01 0.1189
H 0.8493 1.7129 1.7595 -0.19 -0.04 0.07 0.1226
H -0.7808 1.5115 2.4523 0.07 -0.03 -0.06 0.1227
H -2.4874 0.2394 2.2362 0.01 0.09 0.04 0.1080
H -4.2874 -1.3642 1.8516 -0.07 0.02 0.03 0.1030
H -3.8453 -3.4557 0.6081 -0.07 -0.06 -0.01 0.1005
H -1.5921 -3.9059 -0.2528 0.05 -0.12 -0.08 0.1123
C 1.2576 -3.5955 0.6115 0.02 0.26 -0.03 -0.0552
H 0.6693 -4.4871 0.4064 -0.06 -0.12 -0.02 0.0751
H 2.2676 -3.7555 0.2414 0.12 -0.07 -0.02 0.0788
H 1.3020 -3.4528 1.6886 0.03 -0.05 0.11 0.0843
H 1.2732 -1.5045 0.1693 -0.08 -0.12 -0.04 0.1288
```
Positions in Å, forces in eV/Å.

SMILES string	CC(C)c1ccccc1OCCNS(C)(=O)=O
gap between HOMO and LUMO	9.3	eV
F_max	0.92	eV/Å
energy above the lowest of the compared OMol25 structures with the same formula, charge and spin	0.000	eV
HOMO level	-8.665	eV

=====

# 3
Computed, not measured: a molecular structure, C12H20AlF4N4NaO11S at a distorted geometry, with ωB97M-V/def2-TZVPD.

XYZ file:
```
54
Properties=species:S:1:pos:R:3:forces:R:3:lowdin_charge:R:1
N 3.9208 2.8682 1.9694 -0.73 0.37 0.50 0.1435
O 3.9442 4.1066 1.2068 0.30 -0.60 -1.76 0.0041
C 2.7632 4.7032 1.2520 0.25 -0.47 1.47 -0.5386
O 2.3746 5.2444 2.2404 -0.47 0.71 -0.30 0.2080
O 1.9666 4.7016 0.0758 0.30 -2.45 1.51 -0.0105
C 0.6307 4.3909 0.5747 -0.91 0.81 -0.24 -0.1934
C 0.3152 3.0715 0.6640 0.12 -0.14 0.06 0.0196
C -0.9326 2.7416 1.1766 -0.06 -0.65 0.08 -0.0961
N -1.8413 3.5952 1.5934 -0.02 0.18 -0.12 0.0954
C -1.5290 4.8817 1.4707 -0.45 0.46 0.22 -0.1107
C -0.3426 5.3679 0.9784 1.60 -0.67 -0.75 0.0059
H 3.7537 2.1296 1.2918 0.35 0.19 -0.11 0.0374
H 4.8504 2.8145 2.3632 0.11 0.08 -0.09 0.1076
H 1.0057 2.3092 0.3392 0.12 -0.06 -0.19 0.0995
H -1.1832 1.6934 1.2700 -0.03 -0.10 0.03 0.0988
H -2.2647 5.5965 1.8087 -0.17 0.03 0.04 0.1245
H -0.2099 6.4621 0.9496 -0.49 -0.70 0.29 0.1154
Na 1.5483 6.5710 0.1238 0.21 3.30 -0.47 0.7324
C 3.3871 -0.3262 -2.2970 -0.23 -0.10 -0.61 -0.6894
F 3.9878 -0.4606 -3.4666 0.15 -0.05 0.02 0.1834
F 2.2035 0.1860 -2.4337 0.20 -0.77 -0.36 0.1582
F 3.2654 -1.5759 -1.7492 0.46 -0.07 0.29 0.0744
S 4.3535 0.7392 -1.1763 -2.24 2.20 -0.18 0.5775
O 4.5153 1.9877 -1.8146 0.79 -0.24 -0.31 -0.1632
O 5.6758 -0.0367 -1.0608 0.65 -1.66 0.56 -0.3460
O 3.5898 0.7296 0.0371 0.69 -1.14 0.36 -0.2670
F 1.2629 1.9636 -1.6010 -0.31 0.51 0.50 -0.3796
C -4.1936 -0.7966 0.3769 -0.05 -0.21 -0.09 0.0461
C -2.7449 -1.1138 0.2894 -0.04 0.45 0.40 -0.3884
O -1.8887 -0.8140 1.0459 0.14 -0.25 -0.13 0.1855
N -2.2865 -1.8455 -0.9814 0.34 0.22 0.24 0.0956
C -1.5923 -3.1470 -0.7010 -0.13 -0.23 -0.17 0.0244
H -4.3849 -0.2987 1.3221 0.04 0.03 0.02 0.1122
H -4.4773 -0.1352 -0.4459 -0.03 -0.06 -0.03 0.1158
H -4.7891 -1.7107 0.3221 -0.03 0.03 -0.09 0.0912
H -3.0533 -1.9715 -1.6502 0.13 -0.27 -0.07 0.1495
H -1.5675 -1.2257 -1.3662 -0.24 0.10 -0.32 0.1876
H -1.3308 -3.5811 -1.6612 -0.05 -0.07 0.00 0.1124
H -2.2732 -3.8027 -0.1690 0.00 -0.01 0.01 0.0970
H -0.6965 -2.9532 -0.1220 -0.08 0.13 0.12 0.1047
C -6.1644 -5.0601 -1.5841 0.00 0.03 -0.10 -0.0690
C -4.7605 -4.5600 -1.3246 -0.32 0.14 -0.13 -0.3181
O -4.2149 -3.8968 -2.4813 0.43 0.44 0.47 -0.0938
H -6.1670 -5.7525 -2.4243 0.03 -0.05 0.03 0.0894
H -6.5658 -5.5684 -0.7083 -0.01 0.01 0.01 0.0878
H -6.8304 -4.2332 -1.8398 -0.03 0.01 0.08 0.0820
H -4.0978 -5.3900 -1.0863 0.12 0.05 -0.11 0.1182
H -4.7560 -3.8583 -0.4781 0.00 -0.14 0.10 0.0840
H -4.8022 -3.1623 -2.6943 -0.27 -0.27 -0.27 0.0844
Al 5.7928 -1.6815 -0.3596 0.26 0.77 1.11 1.2382
N 6.7073 -2.4648 3.2686 -0.56 1.46 1.49 -0.5704
O 6.3585 -1.3996 3.7293 -0.08 0.02 -0.36 0.1509
O 6.7036 -2.6314 2.0028 0.03 -0.93 -2.02 -0.0382
O 7.0640 -3.4012 3.9339 0.19 -0.36 -0.60 0.2300
```
Positions in Å, forces in eV/Å.

charge	+2
gap between HOMO and LUMO	2.1	eV
F_max	3.34	eV/Å
HOMO level	-13.417	eV

=====

# 4
Computed, not measured: a molecular structure, C12H20AsCoF6N4O2S4, with ωB97M-V/def2-TZVPD.

XYZ file:
```
50
Properties=species:S:1:pos:R:3:forces:R:3:lowdin_charge:R:1
Co 0.7624 0.5482 0.2799 -0.03 0.00 0.36 0.5537
N 3.9778 -0.7196 -0.1397 0.03 0.06 0.07 0.2024
C 3.7931 0.5626 -0.3662 0.02 -0.09 -0.09 -0.5684
N 2.6058 1.1408 -0.3472 -0.12 -0.03 0.01 0.0478
C 2.7030 2.4852 -0.5378 0.06 0.00 0.04 -0.2597
C 3.9915 2.9510 -0.7935 0.00 0.02 -0.02 -0.2449
S 5.1046 1.6842 -0.7335 0.02 -0.03 0.00 1.2119
C 1.5154 3.2206 -0.3136 -0.06 0.13 -0.03 -0.2652
C 1.2820 4.5780 -0.4413 0.08 -0.08 -0.03 -0.2506
S -0.2929 4.9554 0.0374 -0.11 0.03 0.03 1.2143
C -0.5920 3.2634 0.4070 0.16 0.04 -0.02 -0.5935
N 0.4474 2.4920 0.1482 -0.11 -0.17 0.01 0.0307
N -1.7461 2.8336 0.8879 0.00 -0.02 0.04 0.1804
H 3.1566 -1.2559 0.1496 -0.02 -0.01 -0.01 0.0970
H 4.8982 -1.1234 -0.0670 0.00 0.01 -0.04 0.1397
H 4.3041 3.9666 -0.9811 0.00 0.00 0.01 0.1079
H 1.9620 5.3370 -0.7954 -0.01 0.01 0.02 0.1072
H -2.4500 3.4890 1.1910 0.01 0.01 -0.01 0.1395
H -1.7365 1.9229 1.3373 -0.03 0.00 0.04 0.0914
F -0.7224 0.2669 1.7457 -0.12 0.03 -0.17 -0.3172
As 0.1465 0.4438 3.3761 0.08 0.13 0.45 0.7970
F 0.4142 -1.2544 3.2924 -0.03 0.09 -0.02 -0.2144
F -1.3614 0.2364 4.1334 0.02 -0.02 -0.11 -0.1838
F 1.0395 0.6362 4.7980 -0.01 -0.01 -0.14 -0.1668
F -0.1393 2.1422 3.1866 0.00 -0.07 -0.03 -0.2191
F 1.5941 0.6749 2.3577 -0.09 0.02 -0.06 -0.2512
O -0.6495 0.0229 -1.1479 0.22 -0.29 -0.08 -0.6046
S -2.0569 0.4504 -1.5686 0.00 0.22 0.07 1.0117
C -2.5087 -0.6728 -2.9081 0.02 0.02 -0.08 -0.2978
C -3.1422 -1.9015 -2.2698 0.00 0.00 0.00 -0.2120
C -4.0383 -1.3573 -1.1617 0.01 0.00 0.00 -0.2050
C -3.1908 -0.3503 -0.3859 -0.02 0.01 -0.01 -0.2950
H -1.6038 -0.8378 -3.4922 -0.01 -0.01 0.00 0.1013
H -3.2215 -0.1249 -3.5285 -0.02 -0.01 0.02 0.1061
H -2.3701 -2.5508 -1.8499 0.00 0.00 0.00 0.0999
H -3.6976 -2.4792 -3.0067 0.00 -0.01 0.00 0.1292
H -4.4032 -2.1376 -0.4952 0.00 0.00 -0.01 0.1283
H -4.9105 -0.8647 -1.5945 0.00 0.00 0.00 0.1248
H -2.5188 -0.8310 0.3261 0.00 -0.01 0.03 0.0759
H -3.7686 0.4161 0.1281 -0.01 -0.01 -0.01 0.0941
C 0.8296 -3.6815 1.4143 0.01 -0.08 0.03 -0.2041
S 0.2128 -2.4231 0.3268 -0.15 0.05 0.21 0.9609
C 0.5341 -3.1656 -1.2572 0.06 -0.02 -0.03 -0.2184
O 1.2835 -1.3152 0.4615 0.12 0.17 -0.39 -0.5906
H 1.8517 -3.9408 1.1430 0.00 -0.01 -0.01 0.0761
H 0.1734 -4.5479 1.3307 0.01 -0.01 0.00 0.0811
H 0.7818 -3.2714 2.4209 0.00 -0.04 -0.03 0.0517
H -0.0964 -4.0497 -1.3547 0.00 0.00 -0.01 0.0775
H 1.5855 -3.4395 -1.3342 -0.01 0.00 0.00 0.0735
H 0.2668 -2.4243 -2.0082 0.02 -0.02 0.00 0.0495
```
Positions in Å, forces in eV/Å.

charge	+2
gap between HOMO and LUMO (spin up / spin down)	8.3 / 5.4	eV
F_max	0.47	eV/Å
<S²>	2.0495
multiplicity	3
energy above the lowest of the compared OMol25 structures with the same formula, charge and spin	0.000	eV
HOMO level (spin up / spin down)	-14.995 / -14.912	eV

=====

# 5
Computed, not measured: a molecular structure, C12H20BBeCl4F4N4 at a distorted geometry, with ωB97M-V/def2-TZVPD.

XYZ file:
```
46
Properties=species:S:1:pos:R:3:forces:R:3:lowdin_charge:R:1
Be -0.5413 3.3121 -0.9609 3.26 -3.19 0.38 1.2708
B 0.8272 0.5299 -1.1686 0.60 -1.61 -0.13 -1.3320
F -0.2578 1.0697 -1.9408 -1.17 1.33 -0.03 0.0768
F 0.4406 -0.6029 -0.4694 -0.36 0.61 -0.05 0.1517
F 1.9093 0.1991 -1.9548 -0.02 0.40 -0.47 0.1646
F 1.1590 1.5998 -0.3400 -0.40 1.67 0.72 0.0809
C -1.2062 4.0043 3.8378 0.05 0.27 -0.65 -0.0057
C -0.7280 3.4970 2.5565 -0.15 -0.37 0.30 -0.1896
N -0.3199 3.0018 1.5980 -0.66 0.99 -2.09 0.1772
H -1.9804 4.7470 3.6380 -0.06 -0.04 -0.02 0.1054
H -0.3757 4.5228 4.3149 -0.04 -0.25 0.32 0.1058
H -1.6504 3.1866 4.4032 0.21 -0.04 0.13 0.1014
C -2.9705 -0.8591 -2.9875 0.60 -0.26 0.77 -0.0938
C -4.3780 -0.6810 -2.6355 0.53 -0.30 0.01 -0.2818
N -5.4580 -0.5649 -2.2708 -0.20 0.16 -0.07 0.1363
H -2.3965 -1.1108 -2.0920 -0.31 0.13 0.35 0.0451
H -2.5122 0.0608 -3.3385 -0.18 -0.04 -0.50 0.0643
H -2.7586 -1.7317 -3.6025 -0.42 0.31 -0.52 0.0703
C -0.4400 -0.7516 2.4565 -1.04 0.73 0.07 -0.0807
C -1.7107 -0.0571 2.8323 0.78 -1.03 0.02 -0.3034
N -2.6775 0.4767 3.1451 0.07 0.38 -0.05 0.1238
H -0.5822 -1.3068 1.5345 -0.05 0.20 -0.12 0.0310
H -0.0847 -1.4550 3.2052 -0.08 0.31 0.27 0.0752
H 0.2551 0.0689 2.2921 0.39 -0.33 -0.02 0.0457
C 3.2963 2.2305 -3.9158 0.53 -0.35 -0.07 -0.0157
C 2.1809 2.9289 -3.3441 -0.61 0.19 0.09 -0.2078
N 1.3010 3.4442 -2.8202 -1.39 0.21 1.28 0.1721
H 3.8755 2.8214 -4.6233 -0.10 0.26 0.18 0.1050
H 2.9763 1.3254 -4.4310 -0.20 0.00 0.18 0.1095
H 3.9028 1.9552 -3.0509 0.23 -0.14 -0.21 0.1088
Cl -2.6635 -4.2245 -1.7980 -0.20 -0.19 -0.44 0.5782
C -1.4371 -3.8940 -0.5650 -0.65 0.85 0.54 -0.6332
C -2.1443 -3.7843 0.8089 1.00 0.08 -0.61 -0.6219
Cl -3.1451 -2.3187 0.9135 -0.44 0.11 -0.36 0.5884
H -1.0238 -2.9143 -0.8015 0.18 -0.06 -0.01 0.0361
H -0.6571 -4.6430 -0.6750 -0.14 -0.14 0.49 0.0750
H -1.4109 -3.5710 1.5843 0.13 -0.77 0.06 0.0528
H -2.7719 -4.6516 0.9907 0.11 0.04 0.25 0.0697
Cl 2.8008 -2.3262 2.4523 0.01 -0.45 0.05 0.5763
C 3.2967 -1.4832 0.9738 -0.51 1.24 0.17 -0.6280
C 3.1980 0.0348 1.2316 0.21 -1.08 -0.99 -0.7058
Cl 4.4840 0.6102 2.2896 0.05 0.24 0.16 0.5802
H 2.5819 -1.6824 0.1771 0.01 -0.34 0.10 0.0588
H 4.2940 -1.7943 0.6743 -0.01 0.02 0.16 0.0754
H 2.2199 0.2874 1.6286 0.16 0.00 0.20 0.0316
H 3.2831 0.4936 0.2474 0.24 0.30 0.17 0.0553
```
Positions in Å, forces in eV/Å.

charge	+1
gap between HOMO and LUMO	3.4	eV
F_max	4.57	eV/Å
HOMO level	-12.518	eV

=====

# 6
Computed, not measured: a gas-phase ion, C12H20BClNO3 (charge +1) at a distorted geometry, with ωB97M-V/def2-TZVPD.

XYZ file:
```
38
Properties=species:S:1:pos:R:3:forces:R:3:lowdin_charge:R:1
C -0.9903 -1.5956 -3.2304 0.72 1.35 0.08 -0.1284
C 0.1832 -2.0005 -2.1091 -1.22 0.50 -0.49 -0.2003
C -0.2194 -1.1750 -0.7431 -2.12 -0.37 1.91 -0.0263
C -1.7241 -1.6026 -0.1477 1.94 3.05 2.35 0.0947
C -2.3207 -0.8834 1.2025 5.05 1.54 -1.95 0.0197
B -3.7667 -1.2015 1.9238 -2.29 -1.28 0.93 -0.3892
O -4.5507 -0.1384 2.6458 1.81 -1.71 -3.45 0.0396
O -4.2828 -2.5927 1.8613 0.08 4.13 -0.04 0.0643
C -1.3569 0.2630 1.8699 1.13 -2.30 -3.78 0.0904
C 0.1177 0.6017 1.1853 -2.53 -0.82 1.06 -0.0104
C 0.9422 1.8045 1.9933 0.90 -0.59 -0.96 -0.1039
C 2.2432 1.1809 2.8386 0.00 -0.05 -0.46 -0.2030
O 1.9729 -0.2378 3.1694 1.79 1.00 -1.33 -0.1304
N 0.6720 -0.1133 -0.0630 -3.98 -1.16 1.61 -0.0103
C 2.0569 0.1977 -0.6336 1.20 1.46 -0.74 -0.5730
Cl 3.1957 -1.3143 -0.6286 -1.49 1.42 0.10 0.5556
C 1.9979 0.9330 -2.1247 -0.31 1.23 1.22 -0.2067
C 1.4820 2.4966 -1.8293 -0.64 -1.25 -1.30 -0.1202
H -1.8695 -2.3671 -3.2608 1.80 1.62 -0.04 0.0882
H -1.3736 -0.5033 -2.9400 0.51 -2.50 -0.74 0.0914
H -0.4374 -1.4551 -4.2710 -1.43 -0.67 2.11 0.0961
H 1.1962 -1.6889 -2.5988 -1.84 -0.85 1.52 0.0809
H 0.0574 -3.1719 -1.9615 0.74 2.66 0.13 0.1420
H -2.3962 -2.4147 -0.6947 1.91 1.94 1.16 0.1375
H -4.6869 0.5990 1.9807 0.30 -0.89 1.34 0.1174
H -5.2789 -2.5726 1.9681 1.63 -0.04 0.19 0.1270
H -1.7483 0.8315 2.8400 1.29 -1.25 -2.41 0.1401
H 1.3927 2.5214 1.1859 -1.02 -1.17 1.51 0.0987
H 0.2394 2.4319 2.6949 1.13 -1.63 -1.57 0.1314
H 2.4234 1.8107 3.8146 -0.47 -1.31 -1.94 0.1393
H 3.2126 1.2476 2.1673 -1.96 -0.01 1.38 0.1233
H 2.6922 -0.7815 2.7159 -1.47 1.06 1.01 0.1089
H 2.6701 0.9760 0.0325 -1.93 -1.93 -1.13 0.1119
H 3.0859 0.9908 -2.5488 -2.19 -0.50 0.72 0.1274
H 1.2019 0.4773 -2.8473 1.81 0.57 1.36 0.1037
H 0.3830 2.3771 -1.4177 2.26 0.63 -0.55 0.0826
H 2.2020 3.0899 -1.1231 -1.49 -1.11 -1.45 0.0862
H 1.3821 2.9796 -2.9168 0.37 -0.74 2.64 0.1040
```
Positions in Å, forces in eV/Å.

SMILES string	CCc1cc(B(O)O)cc(CCO)[n+]1[C@@H](Cl)CC
charge	+1
gap between HOMO and LUMO	7.6	eV
F_max	5.63	eV/Å
energy above the lowest of the compared OMol25 structures with the same formula, charge and spin	5.787	eV
HOMO level	-12.569	eV

=====

The highest F_max belongs to which entry? C12H20BClNO3

=====

Among the records above, which one has the lowest F_max? C12H20AsCoF6N4O2S4